1.
This record from the OMol25 dataset describes C3H9NO2 as an isolated structure at a distorted geometry. The level of theory is ωB97M-V/def2-TZVPD.

Positions of all 15 atoms, in Å:
C -1.57 2.40 0.06
N -0.50 3.24 -0.41
H 0.06 3.46 0.40
H 0.14 2.82 -1.13
H 3.11 -1.41 0.76
H -1.67 1.35 -0.15
H -2.57 2.86 -0.20
H -1.72 2.33 1.20
C 0.31 -2.74 -0.46
C 1.11 -1.85 0.46
O 2.37 -2.02 -0.01
O 0.80 -1.32 1.48
H 0.22 -3.71 -0.05
H 0.62 -3.10 -1.44
H -0.70 -2.30 -0.50

* net charge: 0
* HOMO: -9.23 eV
* energy relative to the best compared isomer or geometry (same formula, charge and spin): 60.9 kcal/mol
* Kohn-Sham gap: 9.5861 eV
* DFT total energy: -8840.3126 eV

2.
This record from the OMol25 dataset describes a 9-piece molecular cluster, C46H119N9O14 overall at a distorted geometry. The level of theory is ωB97M-V/def2-TZVPD.

Positions of all 188 atoms, in Å:
C -11.42 1.64 0.48
O -11.78 1.64 -0.88
C -11.29 2.83 -1.64
C -11.87 2.68 -3.00
C -11.02 1.66 -3.73
N -11.50 3.88 -3.67
H -10.36 1.61 0.73
H -11.74 0.60 0.61
H -11.97 2.45 0.96
H -11.58 3.66 -0.99
H -10.22 3.01 -1.74
H -12.92 2.42 -3.11
H -11.50 1.24 -4.62
H -10.94 0.69 -3.24
H -10.00 2.01 -3.91
H -10.55 4.15 -3.47
H -12.05 4.67 -3.37
C -3.14 -1.07 2.44
O -2.35 -1.93 1.53
C -1.38 -1.13 0.83
C -0.83 -2.09 -0.23
C 0.03 -3.30 0.32
N -0.04 -1.40 -1.27
H -3.61 -1.59 3.27
H -3.99 -0.66 1.90
H -2.50 -0.31 2.89
H -1.94 -0.36 0.31
H -0.66 -0.67 1.50
H -1.72 -2.41 -0.76
H -0.56 -3.95 0.97
H 0.89 -3.01 0.92
H 0.31 -3.97 -0.50
H -0.64 -0.71 -1.70
H 0.33 -2.02 -1.97
C 6.50 -5.13 4.29
O 6.89 -3.85 4.76
C 7.95 -3.94 5.70
C 8.56 -2.53 5.71
C 9.66 -2.29 6.68
N 7.57 -1.55 6.11
H 5.57 -5.40 4.79
H 7.20 -5.95 4.45
H 6.45 -4.95 3.22
H 7.47 -4.11 6.66
H 8.62 -4.76 5.43
H 8.84 -2.33 4.67
H 9.98 -1.25 6.68
H 10.53 -2.91 6.49
H 9.41 -2.62 7.69
H 6.76 -1.77 5.55
H 7.81 -0.60 5.90
C 0.20 3.87 -6.42
O -1.16 4.02 -6.76
C -1.95 4.47 -5.60
C -3.37 4.91 -6.05
C -3.39 6.14 -6.97
N -4.11 5.25 -4.88
H 0.77 3.36 -7.19
H 0.32 3.35 -5.47
H 0.62 4.88 -6.41
H -2.00 3.82 -4.73
H -1.41 5.34 -5.23
H -4.00 4.15 -6.51
H -4.36 6.64 -6.92
H -2.87 6.04 -7.92
H -2.83 6.91 -6.44
H -3.63 5.90 -4.28
H -4.05 4.42 -4.31
C -9.41 1.20 19.25
O -9.23 0.35 18.17
C -8.05 0.56 17.43
C -7.76 -0.70 16.60
N -8.32 -0.64 15.24
C -8.10 -1.94 14.54
C -6.61 -2.31 14.15
O -6.17 -1.43 13.13
C -5.02 -1.84 12.40
H -10.34 0.90 19.72
H -9.59 2.21 18.86
H -8.59 1.09 19.96
H -7.30 0.69 18.20
H -8.21 1.49 16.88
H -8.11 -1.63 17.05
H -6.68 -0.60 16.58
H -7.75 -0.02 14.69
H -8.73 -1.85 13.65
H -8.52 -2.81 15.03
H -6.58 -3.31 13.73
H -5.97 -2.29 15.03
H -5.11 -2.89 12.15
H -4.09 -1.65 12.94
H -5.02 -1.23 11.49
C 9.12 8.17 6.44
O 9.04 7.73 5.10
C 10.13 8.10 4.26
C 9.96 7.82 2.75
N 9.28 6.56 2.66
C 7.85 6.72 2.50
C 6.97 5.74 3.42
O 7.21 4.38 3.22
C 6.51 3.82 2.14
H 9.09 9.26 6.38
H 10.14 7.95 6.77
H 8.38 7.66 7.05
H 10.93 7.52 4.72
H 10.53 9.10 4.41
H 10.95 7.80 2.31
H 9.44 8.71 2.38
H 9.35 6.00 3.50
H 7.56 6.67 1.45
H 7.54 7.73 2.78
H 5.95 6.04 3.19
H 7.30 5.91 4.44
H 5.48 4.16 2.03
H 6.46 2.73 2.19
H 6.96 4.08 1.18
C 3.66 15.53 -2.36
O 2.67 14.56 -2.01
C 1.35 15.06 -1.99
C 0.37 13.97 -1.41
N 0.31 12.84 -2.38
C -0.76 12.02 -1.81
C -0.24 10.93 -0.81
O -0.15 9.60 -1.29
C 0.40 8.72 -0.35
H 3.72 16.43 -1.76
H 3.58 15.83 -3.41
H 4.59 14.98 -2.27
H 0.99 15.44 -2.95
H 1.33 15.87 -1.26
H -0.58 14.46 -1.21
H 0.62 13.53 -0.45
H 1.25 12.46 -2.43
H -1.20 11.50 -2.66
H -1.64 12.57 -1.49
H -0.87 10.99 0.07
H 0.69 11.27 -0.37
H 0.35 7.71 -0.75
H -0.17 8.76 0.57
H 1.46 8.96 -0.25
C 2.23 -7.23 -10.30
O 1.56 -6.12 -9.83
C 1.36 -6.05 -8.42
C 1.47 -4.60 -7.89
N 2.52 -4.42 -6.85
C 3.86 -4.19 -7.42
C 4.93 -4.51 -6.44
O 4.53 -5.74 -5.80
C 5.59 -6.45 -5.02
H 3.16 -7.21 -9.73
H 2.50 -7.16 -11.35
H 1.71 -8.16 -10.07
H 1.93 -6.71 -7.78
H 0.38 -6.46 -8.17
H 0.50 -4.52 -7.38
H 1.50 -3.92 -8.73
H 2.75 -5.33 -6.47
H 4.01 -3.19 -7.84
H 4.01 -4.84 -8.28
H 4.99 -3.71 -5.70
H 5.89 -4.60 -6.95
H 6.03 -5.72 -4.34
H 6.45 -6.62 -5.67
H 5.15 -7.18 -4.34
C 1.03 -17.62 -11.47
O -0.13 -16.93 -11.10
C -0.22 -15.54 -11.50
C -1.19 -14.86 -10.50
N -0.54 -14.27 -9.29
C -1.49 -13.80 -8.32
C -0.96 -13.51 -6.96
O -0.11 -12.36 -7.07
C 0.37 -11.90 -5.80
H 1.10 -18.56 -10.92
H 1.85 -16.91 -11.52
H 0.75 -17.86 -12.50
H -0.76 -15.31 -12.42
H 0.78 -15.13 -11.60
H -1.96 -15.57 -10.21
H -1.61 -13.97 -10.98
H 0.38 -14.57 -9.02
H -2.25 -14.56 -8.13
H -1.85 -12.81 -8.62
H -0.49 -14.36 -6.48
H -1.80 -13.22 -6.33
H -0.45 -11.49 -5.21
H 1.06 -11.05 -5.79
H 0.84 -12.58 -5.09

* net charge: 0
* HOMO: -8.15 eV
* energy relative to the best compared isomer or geometry (same formula, charge and spin): 208.3 kcal/mol
* Kohn-Sham gap: 8.7302 eV
* DFT total energy: -91690.6200 eV
* SMILES string: COC[C@H](C)N.COC[C@H](C)N.COC[C@H](C)N.COC[C@H](C)N.COCCNCCOC.COCCNCCOC.COCCNCCOC.COCCNCCOC.COCCNCCOC

3.
This record from the OMol25 dataset describes a 2-piece molecular cluster, C5H14OS overall at a distorted geometry. The level of theory is ωB97M-V/def2-TZVPD.

Positions of all 21 atoms, in Å:
C 0.29 -0.26 -2.51
C 0.93 -1.02 -1.38
C 0.17 -0.97 -0.02
C -0.45 0.48 0.60
S 1.02 1.49 1.14
C 2.08 0.29 1.96
H -0.57 -0.81 -3.07
H -0.24 0.68 -2.44
H 0.98 -0.29 -3.29
H 1.97 -0.66 -1.31
H 0.90 -2.09 -1.63
H 0.64 -1.39 0.85
H -0.70 -1.56 -0.05
H -0.99 0.95 -0.18
H -1.09 0.24 1.46
H 2.97 0.69 2.48
H 2.39 -0.53 1.25
H 1.35 -0.29 2.64
H -3.75 2.27 0.73
H -3.66 1.19 1.66
O -4.23 1.58 1.12

* 2S+1: 2
* net charge: +1
* HOMO (alpha / beta): -14.59 / -14.59 eV
* ⟨S²⟩: 0.753
* energy relative to the best compared isomer or geometry (same formula, charge and spin): 44.5 kcal/mol
* Kohn-Sham gap (alpha / beta): 11.2553 / 6.2671 eV
* DFT total energy: -18284.6950 eV

4.
This record from the OMol25 dataset describes C4H5CsO as an isolated structure at a distorted geometry. The level of theory is ωB97M-V/def2-TZVPD.

Positions of all 11 atoms, in Å:
H -0.24 -1.12 2.14
C -1.69 -0.68 0.27
C -0.48 -0.68 0.67
H -2.60 -0.83 0.86
C 0.87 -0.45 0.04
C 1.10 1.01 -0.17
O 0.66 1.66 -1.11
H 0.97 -0.98 -0.92
H 1.67 -0.84 0.69
H 1.61 1.54 0.66
Cs -1.88 1.37 -3.11

* net charge: 0
* HOMO: -5.23 eV
* energy relative to the best compared isomer or geometry (same formula, charge and spin): 5.4 kcal/mol
* Kohn-Sham gap: 4.3920 eV
* DFT total energy: -6819.3162 eV

5.
This record from the OMol25 dataset describes a 2-piece molecular cluster, C2H14N6 overall at a distorted geometry. The level of theory is ωB97M-V/def2-TZVPD.

Positions of all 22 atoms, in Å:
C -0.56 -0.63 1.91
N 0.56 0.22 1.50
N 0.69 1.30 2.40
N 0.40 0.60 -0.02
N -0.16 1.88 -0.16
N 1.69 0.57 -0.53
H -0.59 -1.53 1.29
H -0.43 -0.98 2.94
H -1.52 -0.12 1.84
H 0.31 2.15 1.98
H 1.68 1.50 2.58
H -0.92 1.96 0.51
H -0.61 1.93 -1.07
H 2.33 0.77 0.23
H 1.79 1.32 -1.22
C -0.71 -2.13 -2.08
N -1.00 -0.71 -2.02
H -1.23 -2.64 -1.26
H 0.36 -2.31 -1.98
H -1.06 -2.56 -3.02
H -0.51 -0.26 -2.80
H -0.50 -0.34 -1.03

* net charge: 0
* HOMO: -8.09 eV
* energy relative to the best compared isomer or geometry (same formula, charge and spin): 109.6 kcal/mol
* Kohn-Sham gap: 9.0167 eV
* DFT total energy: -11236.9577 eV
* SMILES string: CN(N)N(N)N.CN